Model A:
A 13-piece molecular cluster, C39H78O39 overall, computed with ωB97M-V/def2-TZVPD.

Structure (ORCA input):
```
! wB97M-V def2-TZVPD RIJCOSX def2/J DEFGRID3
* xyz 0 1
C 3.425 1.096 1.725
O 2.511 1.991 1.134
C 2.887 2.913 0.244
O 3.998 2.920 -0.376
O 1.820 3.683 0.140
C 1.865 4.821 -0.745
H 3.134 0.826 2.740
H 4.449 1.460 1.815
H 3.316 0.181 1.144
H 2.590 5.545 -0.374
H 0.928 5.369 -0.646
H 2.081 4.546 -1.777
C 1.301 -1.809 -0.453
O 1.103 -0.413 -0.701
C -0.115 0.062 -0.765
O -1.142 -0.498 -0.447
O -0.006 1.297 -1.196
C -1.193 2.078 -1.326
H 2.311 -2.157 -0.234
H 0.992 -2.427 -1.296
H 0.610 -2.073 0.347
H -0.990 3.108 -1.619
H -1.694 2.267 -0.377
H -1.989 1.637 -1.927
C 6.605 -6.552 -3.452
O 5.619 -6.834 -2.460
C 5.098 -5.767 -1.812
O 5.392 -4.604 -2.135
O 4.194 -6.234 -0.847
C 3.209 -5.309 -0.323
H 6.203 -6.090 -4.354
H 7.126 -7.473 -3.714
H 7.446 -5.916 -3.179
H 2.265 -5.853 -0.351
H 3.143 -4.381 -0.891
H 3.280 -5.010 0.723
C -4.730 1.104 3.074
O -5.436 1.234 1.830
C -5.102 2.123 0.996
O -3.957 2.590 0.904
O -6.117 2.339 0.093
C -5.780 2.838 -1.173
H -5.035 1.910 3.742
H -3.643 1.091 2.998
H -5.009 0.103 3.404
H -5.125 3.709 -1.141
H -6.702 3.051 -1.715
H -5.318 2.077 -1.802
C -1.104 3.436 2.424
O -1.415 4.515 3.173
C -2.493 4.628 4.001
O -3.402 3.792 4.124
O -2.261 5.837 4.701
C -3.246 6.160 5.634
H -0.091 3.062 2.572
H -1.177 3.712 1.372
H -1.894 2.686 2.437
H -2.886 6.844 6.402
H -3.578 5.359 6.294
H -4.085 6.671 5.160
C 7.222 -3.221 3.891
O 6.037 -2.498 3.902
C 4.926 -2.930 3.252
O 4.792 -3.912 2.501
O 4.014 -2.054 3.567
C 2.635 -2.356 3.310
H 7.214 -4.250 4.252
H 7.938 -2.685 4.513
H 7.593 -3.172 2.868
H 2.553 -3.432 3.154
H 2.330 -1.745 2.461
H 2.032 -2.014 4.151
C -4.063 -0.979 -1.209
O -4.647 -1.029 -2.498
C -5.019 -2.131 -2.948
O -5.021 -3.232 -2.386
O -5.655 -1.908 -4.072
C -6.562 -2.905 -4.536
H -4.700 -0.989 -0.324
H -3.475 -0.062 -1.166
H -3.295 -1.749 -1.137
H -6.023 -3.690 -5.067
H -7.363 -2.478 -5.139
H -7.024 -3.375 -3.667
C -1.618 -4.530 -3.458
O -0.455 -4.494 -4.339
C 0.742 -4.319 -3.713
O 1.051 -4.641 -2.577
O 1.599 -3.785 -4.620
C 2.935 -3.441 -4.200
H -1.739 -5.347 -2.747
H -2.513 -4.568 -4.078
H -1.714 -3.582 -2.928
H 3.577 -4.311 -4.339
H 2.984 -3.062 -3.180
H 3.393 -2.637 -4.775
C -3.669 0.955 -5.099
O -4.246 2.149 -4.629
C -3.946 3.314 -5.217
O -3.309 3.385 -6.267
O -4.519 4.381 -4.580
C -4.562 5.637 -5.276
H -2.925 0.659 -4.359
H -3.256 0.989 -6.107
H -4.454 0.199 -5.137
H -4.845 6.380 -4.531
H -5.338 5.699 -6.038
H -3.682 5.973 -5.825
C -0.735 0.160 2.876
O -1.022 0.338 4.288
C -0.041 0.108 5.086
O 1.182 0.005 4.837
O -0.674 0.143 6.293
C 0.044 0.001 7.489
H -0.895 -0.888 2.623
H 0.244 0.510 2.549
H -1.513 0.626 2.272
H 0.719 0.857 7.512
H 0.559 -0.910 7.791
H -0.675 0.106 8.301
C -1.077 9.065 -2.511
O -1.165 7.623 -2.490
C -2.271 6.997 -2.025
O -3.185 7.477 -1.352
O -2.177 5.667 -2.399
C -3.133 4.709 -2.023
H -0.512 9.270 -3.420
H -0.637 9.510 -1.619
H -2.024 9.560 -2.726
H -3.132 4.642 -0.935
H -2.870 3.738 -2.442
H -4.124 5.106 -2.243
C -0.224 -4.380 4.224
O -1.045 -4.782 3.185
C -0.659 -4.639 1.897
O 0.428 -4.189 1.497
O -1.604 -4.973 1.133
C -1.627 -4.549 -0.214
H -0.907 -4.403 5.073
H 0.180 -3.368 4.237
H 0.549 -5.105 4.478
H -0.797 -4.937 -0.805
H -1.534 -3.469 -0.328
H -2.502 -4.983 -0.698
C 7.715 0.155 2.623
O 6.636 -0.063 1.765
C 6.812 -0.718 0.606
O 7.818 -1.256 0.264
O 5.575 -0.891 0.126
C 5.495 -1.847 -0.935
H 7.496 0.910 3.378
H 8.447 0.643 1.980
H 8.262 -0.631 3.143
H 5.899 -2.808 -0.618
H 6.087 -1.561 -1.804
H 4.501 -2.059 -1.331
*
```

Frontier orbital gap: 10.684 eV
LUMO energy: 0.41 eV

***

Model B:
A 13-piece molecular cluster, C39H78O39 overall, computed with ωB97M-V/def2-TZVPD.

Structure (ORCA input):
```
! wB97M-V def2-TZVPD RIJCOSX def2/J DEFGRID3
* xyz 0 1
C -3.457 -0.990 -1.864
O -4.271 -1.851 -1.095
C -5.581 -1.874 -1.292
O -6.200 -1.262 -2.117
O -6.076 -2.767 -0.443
C -7.457 -2.725 -0.156
H -3.294 -1.361 -2.880
H -2.510 -0.900 -1.342
H -3.868 0.015 -1.998
H -7.650 -2.840 0.906
H -7.956 -3.496 -0.744
H -7.898 -1.771 -0.460
C 0.696 -2.385 -3.987
O 0.779 -1.168 -4.703
C 1.413 -1.153 -5.870
O 1.901 -2.081 -6.450
O 1.484 0.127 -6.221
C 2.199 0.453 -7.407
H 0.313 -3.236 -4.542
H 0.023 -2.190 -3.146
H 1.605 -2.638 -3.433
H 3.280 0.338 -7.278
H 1.963 1.484 -7.637
H 1.949 -0.246 -8.207
C 0.275 3.418 0.797
O 1.423 3.625 1.606
C 2.564 3.870 0.966
O 2.696 4.057 -0.214
O 3.544 3.874 1.858
C 4.837 4.175 1.323
H -0.227 4.357 0.528
H -0.373 2.751 1.353
H 0.506 3.039 -0.197
H 5.131 3.436 0.576
H 5.542 4.178 2.145
H 4.811 5.133 0.801
C -1.439 0.546 3.464
O -1.318 0.170 4.827
C -2.397 0.241 5.591
O -3.459 0.704 5.270
O -2.086 -0.276 6.775
C -3.103 -0.250 7.773
H -1.557 1.624 3.338
H -2.287 0.101 2.959
H -0.536 0.203 2.975
H -3.746 0.618 7.670
H -2.589 -0.252 8.732
H -3.673 -1.180 7.735
C -3.589 4.705 -7.460
O -3.574 4.048 -6.203
C -3.064 2.804 -6.182
O -2.812 2.133 -7.147
O -2.930 2.444 -4.922
C -2.397 1.148 -4.684
H -4.618 4.829 -7.805
H -3.093 4.126 -8.235
H -3.132 5.685 -7.343
H -2.457 0.995 -3.613
H -1.336 1.106 -4.947
H -2.916 0.404 -5.285
C 0.583 -1.942 1.935
O 0.606 -0.707 1.232
C 0.106 -0.649 0.006
O -0.475 -1.540 -0.559
O 0.330 0.571 -0.444
C -0.062 0.903 -1.788
H -0.359 -2.065 2.467
H 1.388 -1.972 2.664
H 0.675 -2.770 1.231
H 0.125 0.117 -2.513
H 0.589 1.749 -1.996
H -1.081 1.279 -1.732
C 7.570 -5.829 0.718
O 7.088 -4.495 0.848
C 5.763 -4.381 0.930
O 4.964 -5.277 0.907
O 5.470 -3.091 1.045
C 4.082 -2.761 0.956
H 8.589 -5.762 0.336
H 6.990 -6.393 -0.009
H 7.626 -6.343 1.676
H 3.803 -2.818 -0.095
H 3.925 -1.764 1.360
H 3.484 -3.407 1.599
C -6.950 -4.536 3.679
O -5.816 -3.808 3.201
C -4.977 -4.461 2.406
O -5.177 -5.523 1.883
O -3.872 -3.740 2.277
C -2.942 -4.110 1.273
H -6.995 -4.435 4.765
H -6.855 -5.594 3.455
H -7.842 -4.076 3.259
H -2.333 -3.223 1.119
H -3.418 -4.408 0.340
H -2.323 -4.952 1.588
C 7.923 2.559 -2.713
O 6.796 2.504 -3.559
C 5.615 2.458 -2.935
O 5.429 2.652 -1.767
O 4.700 2.171 -3.853
C 3.407 1.785 -3.409
H 7.954 1.770 -1.958
H 8.007 3.507 -2.175
H 8.818 2.459 -3.323
H 3.471 1.009 -2.637
H 2.931 1.337 -4.274
H 2.864 2.600 -2.930
C -4.553 -0.645 1.715
O -4.843 0.537 0.997
C -3.866 1.324 0.585
O -2.677 1.125 0.687
O -4.405 2.394 0.023
C -3.510 3.255 -0.698
H -3.794 -1.211 1.171
H -5.414 -1.304 1.755
H -4.189 -0.544 2.736
H -3.167 2.816 -1.636
H -2.634 3.454 -0.081
H -4.102 4.141 -0.897
C 1.137 5.545 -2.610
O -0.186 5.821 -3.063
C -1.025 4.788 -3.120
O -0.757 3.660 -2.796
O -2.212 5.126 -3.589
C -2.548 6.481 -3.866
H 1.554 4.700 -3.156
H 1.163 5.336 -1.544
H 1.719 6.431 -2.848
H -1.971 6.847 -4.721
H -2.233 7.148 -3.062
H -3.613 6.517 -4.049
C 0.201 -6.048 4.115
O 1.038 -5.095 4.765
C 0.552 -3.869 4.889
O -0.454 -3.471 4.347
O 1.412 -3.149 5.584
C 1.124 -1.792 5.879
H -0.683 -6.239 4.720
H 0.790 -6.956 4.046
H -0.058 -5.672 3.127
H 0.294 -1.690 6.587
H 0.672 -1.280 5.029
H 2.028 -1.315 6.229
C 6.466 -0.649 4.029
O 5.519 0.410 3.940
C 4.256 0.007 3.844
O 3.876 -1.138 3.904
O 3.491 1.066 3.623
C 2.068 0.830 3.609
H 6.185 -1.380 4.784
H 7.422 -0.196 4.260
H 6.503 -1.177 3.074
H 1.588 1.445 4.368
H 1.861 -0.219 3.754
H 1.776 1.169 2.617
*
```

Frontier orbital gap: 11.118 eV
LUMO energy: 0.44 eV

***

Most stable to least stable: model B, model A